Version P
Below is an isolated molecule of C17H27N5O3, with properties calculated with ωB97M-V/def2-TZVPD.

**LUMO**: 0.69 eV
**SMILES string**: CCCCn1cc([C@]2(C)COCCN2C(=O)[C@@H]2ON=C(C)[C@H]2C)nn1
**Frontier orbital gap**: 9.88 eV

The geometry in XYZ format:
```
52
Properties=species:S:1:pos:R:3:mulliken_charge:R:1
C -4.498 -1.795 3.847 -1.2817
C -4.032 -2.354 2.510 -0.3424
C -2.954 -1.491 1.867 -0.2734
C -2.496 -2.059 0.531 -1.0824
N -1.480 -1.230 -0.094 0.8479
C -0.148 -1.231 0.112 -0.0346
C 0.312 -0.200 -0.664 -0.5328
C 1.706 0.343 -0.836 1.4883
C 1.827 1.733 -0.197 -1.9971
C 2.014 0.573 -2.327 -1.2474
O 2.155 -0.601 -3.090 -0.3964
C 3.220 -1.367 -2.576 -0.7847
C 2.912 -1.806 -1.164 -0.4935
N 2.672 -0.646 -0.293 0.2352
C 2.822 -0.765 1.059 0.3991
O 2.335 0.003 1.869 -0.6161
C 3.635 -1.964 1.564 -0.0234
O 2.830 -3.140 1.339 -0.2211
N 2.952 -3.986 2.458 -0.8873
C 3.548 -3.365 3.391 0.7311
C 3.794 -4.010 4.708 -1.2778
C 3.898 -1.939 3.059 0.2430
C 5.304 -1.503 3.442 -1.7076
N -0.755 0.380 -1.267 -0.2089
N -1.832 -0.255 -0.930 -1.0730
H -5.269 -2.421 4.295 0.3789
H -3.668 -1.729 4.553 0.3260
H -4.910 -0.791 3.727 0.3292
H -3.649 -3.370 2.647 0.3203
H -4.883 -2.436 1.827 0.3059
H -3.329 -0.477 1.705 0.3260
H -2.093 -1.409 2.537 0.2975
H -2.080 -3.060 0.656 0.3261
H -3.326 -2.119 -0.171 0.3101
H 0.342 -1.944 0.754 0.7025
H 1.323 2.444 -0.853 0.4484
H 1.370 1.773 0.783 0.3590
H 2.877 2.015 -0.111 0.4461
H 1.183 1.134 -2.750 0.4545
H 2.933 1.171 -2.395 0.4861
H 3.331 -2.242 -3.216 0.3742
H 4.152 -0.785 -2.603 0.3691
H 2.031 -2.453 -1.176 0.1583
H 3.742 -2.394 -0.785 0.6459
H 4.582 -2.074 1.021 0.4754
H 3.313 -3.437 5.504 0.3083
H 3.403 -5.025 4.707 0.3764
H 4.862 -4.039 4.930 0.3161
H 3.169 -1.281 3.540 0.4794
H 5.448 -1.545 4.522 0.4486
H 6.056 -2.140 2.971 0.3829
H 5.478 -0.474 3.126 0.3862
```



Version Q
Below is an isolated molecule of C17H27N5O3, with properties calculated with ωB97M-V/def2-TZVPD.

**LUMO**: 0.73 eV
**SMILES string**: CCCCn1cc([C@]2(C)COCCN2C(=O)[C@@H]2ON=C(C)[C@H]2C)nn1
**Frontier orbital gap**: 9.78 eV

The geometry in XYZ format:
```
52
Properties=species:S:1:pos:R:3:mulliken_charge:R:1
C 4.717 4.353 -3.434 -1.2816
C 3.504 3.738 -4.119 -0.3454
C 2.703 2.843 -3.182 -0.3045
C 1.497 2.229 -3.878 -1.1067
N 0.737 1.361 -2.996 0.7612
C -0.290 1.669 -2.178 0.3131
C -0.540 0.512 -1.491 -1.0032
C -1.646 0.172 -0.521 2.2287
C -2.690 -0.636 -1.297 -2.1138
C -2.298 1.451 0.013 -1.5545
O -1.370 2.307 0.652 -0.3791
C -0.726 1.655 1.736 -0.4953
C -0.037 0.375 1.291 -0.7515
N -1.019 -0.504 0.647 0.1595
C -1.622 -1.507 1.343 0.4985
O -2.712 -1.984 1.082 -0.6491
C -0.873 -2.068 2.559 -0.0439
O 0.527 -2.275 2.311 -0.2434
N 0.926 -3.459 2.953 -0.8997
C -0.102 -4.089 3.350 0.7044
C 0.017 -5.401 4.045 -1.2789
C -1.405 -3.424 3.003 0.6644
C -2.423 -3.361 4.133 -1.7094
N 0.334 -0.431 -1.929 -0.0329
N 1.106 0.091 -2.829 -1.1466
H 5.282 4.988 -4.116 0.3754
H 4.415 4.964 -2.581 0.3253
H 5.390 3.577 -3.064 0.3301
H 2.857 4.531 -4.506 0.3159
H 3.827 3.154 -4.986 0.3096
H 3.333 2.035 -2.802 0.3434
H 2.364 3.418 -2.315 0.3078
H 0.819 3.003 -4.241 0.3274
H 1.806 1.621 -4.727 0.3299
H -0.715 2.657 -2.131 0.4231
H -2.892 -0.092 -2.222 0.4752
H -2.294 -1.614 -1.559 0.4291
H -3.609 -0.769 -0.737 0.4477
H -2.744 2.023 -0.801 0.4707
H -3.092 1.154 0.710 0.4453
H -0.006 2.366 2.139 0.3634
H -1.469 1.424 2.513 0.3262
H 0.752 0.601 0.573 0.2021
H 0.425 -0.127 2.133 0.5616
H -0.975 -1.349 3.386 0.2509
H -0.619 -6.145 3.559 0.3237
H 1.049 -5.744 4.032 0.3781
H -0.315 -5.319 5.082 0.2999
H -1.854 -3.943 2.151 0.4566
H -2.731 -4.360 4.441 0.4139
H -2.008 -2.847 5.004 0.3820
H -3.310 -2.823 3.799 0.3953
```



Least stable structure: version Q



Version P
Below is an isolated molecule of C8H17NO2S, with properties calculated with ωB97M-V/def2-TZVPD.

**LUMO**: 0.58 eV
**SMILES string**: CC1(C)CC[C@@H](S(C)(=O)=O)[C@@H]1N
**Frontier orbital gap**: 9.74 eV

The geometry in XYZ format:
```
29
Properties=species:S:1:pos:R:3:mulliken_charge:R:1
C -0.834 1.317 0.828 -0.2720
C 0.658 1.384 0.590 -1.1487
C -0.060 -1.055 -0.055 -0.7217
C -1.396 -0.032 0.679 -0.3908
C 1.132 -0.099 0.174 1.4142
C 1.967 0.020 -1.123 -1.8461
C 2.036 -0.759 1.270 -1.4759
C -2.992 0.643 -1.712 -1.1954
N -0.097 -2.280 0.723 -0.4747
O -3.934 0.475 0.809 -0.6712
O -3.435 -1.585 -0.354 -0.6742
S -3.030 -0.226 -0.045 1.3691
H -1.203 1.636 1.854 0.2468
H -1.401 1.872 0.040 0.0972
H 0.864 1.996 -0.257 0.4269
H 1.340 1.614 1.443 0.3053
H -0.255 -1.254 -1.082 0.7120
H -1.670 -0.560 1.628 0.2441
H 1.255 0.417 -1.866 0.4830
H 2.152 -1.073 -1.336 0.4483
H 2.836 0.589 -0.990 0.4145
H 2.798 -0.010 1.581 0.4484
H 2.475 -1.754 0.780 0.2922
H 1.453 -1.065 2.197 0.3261
H -2.418 -0.020 -2.337 0.3429
H -3.933 0.782 -2.211 0.4044
H -2.577 1.581 -1.532 0.4360
H -0.644 -2.345 1.510 0.1774
H -0.283 -2.949 0.006 0.2818
```



Version Q
Below is an isolated molecule of C8H17NO2S, with properties calculated with ωB97M-V/def2-TZVPD.

**LUMO**: 0.66 eV
**Frontier orbital gap**: 9.72 eV

The geometry in XYZ format:
```
29
Properties=species:S:1:pos:R:3:mulliken_charge:R:1
C -1.778 -0.457 -0.445 -0.5796
C -0.226 -0.179 -0.488 0.5783
C 0.288 -0.980 -1.630 -1.9523
C 0.976 -1.922 1.091 -1.8159
C -0.488 -0.319 2.127 -1.7211
C 1.829 0.426 1.162 -1.4867
C 0.153 2.001 -1.957 -0.7164
C 0.505 -0.410 0.927 1.6029
N -0.314 1.286 -0.779 0.2446
O -2.313 2.870 -0.772 -0.6102
O -2.400 0.599 0.178 -0.4325
S -1.536 2.024 0.108 0.6012
H -2.199 -0.632 -1.435 0.3847
H -2.104 -1.409 0.207 0.2220
H 1.350 -0.983 -1.749 0.2667
H -0.096 -0.510 -2.561 0.5244
H 0.024 -1.989 -1.306 0.5419
H 1.722 -2.111 1.813 0.4765
H 1.377 -2.449 0.161 0.3300
H 0.118 -2.473 1.376 0.4205
H 0.159 0.002 2.925 0.5143
H -1.251 0.423 1.979 0.4528
H -0.955 -1.273 2.381 0.3317
H 1.560 1.297 1.730 0.4018
H 2.304 0.815 0.167 0.2375
H 2.681 -0.062 1.568 0.4070
H 1.148 2.393 -1.863 0.2486
H 0.072 1.201 -2.741 0.2574
H -0.602 2.823 -2.177 0.2697
```



Least stable structure: version Q



Version P
Below is an isolated molecule of C3H3FOS, with properties calculated with ωB97M-V/def2-TZVPD.

**LUMO**: -1.62 eV
**SMILES string**: O=C(C=S)CF
**Frontier orbital gap**: 7.90 eV

The geometry in XYZ format:
```
9
Properties=species:S:1:pos:R:3:mulliken_charge:R:1
C -0.908 -0.636 -0.439 -0.2066
C -0.248 0.557 0.127 0.5482
C 1.174 0.490 0.720 -0.2665
H -1.945 -0.596 -0.299 0.2769
H -0.651 -0.794 -1.508 0.2476
H 1.577 1.329 1.371 0.3234
O -0.601 1.769 -0.160 -0.5163
F -0.665 -1.731 0.432 -0.2736
S 2.267 -0.389 -0.244 -0.1330
```



Version Q
Below is an isolated molecule of C3H3FOS, with properties calculated with ωB97M-V/def2-TZVPD.

**LUMO**: -0.16 eV
**Frontier orbital gap**: 9.08 eV

The geometry in XYZ format:
```
9
Properties=species:S:1:pos:R:3:mulliken_charge:R:1
C 0.075 -0.923 0.662 0.3356
C -0.449 0.073 1.658 -0.3878
C -0.330 0.181 -0.219 0.1102
H -0.624 -1.789 0.424 0.2041
H 0.318 0.663 2.274 0.2607
H -0.993 -0.527 2.290 0.3078
O -0.953 0.942 0.733 -0.2892
F 1.353 -1.346 0.471 -0.2575
S 0.060 0.641 -1.731 -0.2837
```



Version R
Below is an isolated molecule of C3H3FOS, with properties calculated with ωB97M-V/def2-TZVPD.

**LUMO**: -0.80 eV
**SMILES string**: C=C(F)C(O)=S
**Frontier orbital gap**: 8.32 eV

The geometry in XYZ format:
```
9
Properties=species:S:1:pos:R:3:mulliken_charge:R:1
C 0.972 0.395 -0.005 0.2422
C -0.411 -0.124 -0.143 0.4571
C -0.923 -1.348 -0.046 -0.5674
H 0.448 2.309 -0.074 0.3281
H -0.170 -2.132 0.092 0.2918
H -2.182 -1.328 0.297 0.2384
O 1.162 1.743 0.012 -0.4338
F -1.282 0.895 -0.074 -0.2883
S 2.386 -0.409 -0.058 -0.2680
```



Least stable structure: version Q



Version P
Below is an isolated molecule of C8H13PS, with properties calculated with ωB97M-V/def2-TZVPD.

**LUMO**: 0.87 eV
**SMILES string**: CCP(CC)c1cccs1
**Frontier orbital gap**: 9.69 eV

The geometry in XYZ format:
```
23
Properties=species:S:1:pos:R:3:mulliken_charge:R:1
C -3.565 -0.682 -0.842 -0.7061
C -2.216 -0.813 -0.378 0.1413
C -4.216 0.263 -0.195 -0.3631
C -1.839 0.102 0.547 -0.3776
C -0.790 1.973 -1.325 -1.0089
C 0.314 -1.985 1.960 -1.2160
C 0.546 1.354 -0.621 -0.3582
C 0.995 -0.994 0.967 -0.6682
P 0.195 0.739 1.022 -0.0211
S -3.174 1.172 0.916 -0.0965
H -4.065 -1.142 -1.683 0.3367
H -1.444 -1.457 -0.805 0.3230
H -5.166 0.695 -0.242 0.4440
H -1.622 1.293 -1.301 0.3105
H -1.292 2.842 -0.723 0.2747
H -0.673 2.239 -2.432 0.3495
H 0.636 -2.999 1.697 0.3567
H 0.508 -1.590 2.986 0.3038
H -0.711 -2.073 1.769 0.3921
H 1.255 2.232 -0.619 0.3792
H 0.879 0.635 -1.377 0.3205
H 1.019 -1.488 0.031 0.3988
H 2.071 -1.073 1.203 0.4846
```



Version Q
Below is an isolated molecule of C8H13PS, with properties calculated with ωB97M-V/def2-TZVPD.

**LUMO**: 0.02 eV
**SMILES string**: CSC[C@H]1P=CC(C)=C1C
**Frontier orbital gap**: 7.84 eV

The geometry in XYZ format:
```
23
Properties=species:S:1:pos:R:3:mulliken_charge:R:1
C 1.264 -1.248 2.108 -0.5213
C -0.604 -0.254 0.453 -0.4367
C 1.795 -0.533 1.010 0.5547
C 0.799 0.080 0.233 0.9265
C 3.203 -0.339 0.775 -1.1175
C 1.056 1.016 -0.942 -1.9134
C -4.482 0.250 -0.676 -0.6966
C -1.542 -0.347 -0.991 -0.7192
P -0.364 -1.425 2.288 -0.1773
S -2.792 0.975 -0.960 -0.0638
H 2.123 -1.837 2.634 0.2873
H -1.237 0.497 1.112 0.2798
H 3.398 0.628 0.114 0.2298
H 3.696 -1.237 0.256 0.2526
H 3.723 -0.139 1.811 0.3347
H 0.140 1.580 -1.118 0.3370
H 1.342 0.483 -1.826 0.4135
H 1.884 1.714 -0.879 0.5062
H -4.744 0.401 0.300 0.2768
H -4.200 -0.799 -0.968 0.2085
H -5.130 0.718 -1.407 0.2984
H -1.946 -1.327 -0.917 0.4321
H -0.831 -0.207 -1.876 0.3079
```



Least stable structure: version Q